1.
Computed, not measured: a 11-piece molecular cluster, C24H72N2O18 overall, with wB97M-V/def2-TZVPD.

Results
HOMO-LUMO gap (spin up / spin down)   7.6 / 1.6 eV
Charge   +1
Multiplicity   2
LUMO (spin up / spin down)   -2.71 / -8.76 eV

Bonds (Å) are listed after each position.
Cartesian coordinates (Å):
1 O -26.233 8.434 27.657  H25 0.960, C110 1.404
2 O -26.425 1.145 28.665  C41 1.419, H48 0.960
3 O -30.729 -0.757 30.751  H9 0.960, C94 1.468
4 O -21.816 7.279 28.157  C70 1.451, H88 0.960
5 H -24.096 5.682 28.611  C40 1.090
6 H -26.519 0.535 31.952  O76 0.960
7 H -26.699 3.950 37.876  C112 1.090
8 H -28.238 1.451 29.275  C41 1.090
9 H -30.709 -1.173 31.616  O3 0.960
10 C -21.828 0.706 27.086  H28 1.090, C52 1.505, H54 1.090, O102 1.425
11 H -22.655 -0.294 31.237  C18 1.090
12 H -30.473 3.295 35.285  C58 1.090
13 H -24.618 5.646 27.032  C40 1.090
14 O -23.907 -0.344 29.573  C18 1.396, H62 0.960
15 C -26.590 -1.697 27.327  H42 1.090, H43 1.090, O60 1.428, C100 1.530
16 O -26.384 -1.623 24.941  H85 0.960, C100 1.385
17 C -27.404 3.107 19.359  H21 1.090, H78 1.090, C96 1.527, H101 1.090
18 C -23.686 -0.490 30.943  H11 1.090, O14 1.396, C81 1.501, H91 1.090
19 H -31.496 5.008 31.337  C22 1.090
20 H -24.143 1.224 28.050  O115 0.960
21 H -27.916 3.406 18.444  C17 1.090
22 C -30.597 5.308 30.798  H19 1.090, O27 1.422, H73 1.090, H80 1.090
23 H -30.504 1.019 30.546  O74 0.960
24 H -27.986 2.092 27.627  C41 1.090
25 H -26.320 7.918 26.852  O1 0.960
26 C -30.022 -2.979 29.869  H33 1.090, O86 1.416, C94 1.551, H109 1.090
27 O -29.658 4.284 31.100  C22 1.422, H77 0.960
28 H -21.108 0.604 26.273  C10 1.090
29 H -28.953 3.230 20.731  C96 1.090
30 H -30.102 -4.588 30.902  O86 0.960
31 O -27.948 6.022 27.545  H44 0.960, C67 1.454
32 C -27.340 3.430 29.142  C41 1.536, O68 1.412, H71 1.090, H105 1.090
33 H -29.467 -3.347 29.006  C26 1.090
34 H -26.094 4.157 24.356  C59 1.090
35 H -24.456 1.508 31.598  C81 1.090
36 H -28.458 6.641 29.468  C67 1.090
37 H -27.823 4.921 38.869  C112 1.090
38 O -28.343 4.734 36.874  C83 1.430, C112 1.409
39 H -29.072 5.077 34.112  C111 1.090
40 C -23.690 5.716 27.600  H5 1.090, H13 1.090, C70 1.584, O87 1.441
41 C -27.556 2.001 28.625  O2 1.419, H8 1.090, H24 1.090, C32 1.536
42 H -27.067 -2.669 27.206  C15 1.090
43 H -27.144 -1.250 28.153  C15 1.090
44 H -27.396 5.323 27.903  O31 0.960
45 H -28.513 5.458 21.420  N90 1.010
46 H -32.676 1.676 30.356  C104 1.090
47 H -27.082 3.533 35.771  C83 1.090
48 H -26.325 0.893 29.586  O2 0.960
49 H -25.953 7.069 29.049  C110 1.090
50 H -26.999 8.411 29.655  C110 1.090
51 H -26.926 5.192 35.482  C83 1.090
52 C -23.063 1.299 26.462  C10 1.505, H53 1.090, H57 1.090, O115 1.471
53 H -23.598 0.526 25.911  C52 1.090
54 H -21.327 1.405 27.756  C10 1.090
55 H -27.165 4.532 33.060  N98 1.010
56 H -26.217 0.002 26.086  C100 1.090
57 H -22.672 2.025 25.750  C52 1.090
58 C -29.662 2.986 34.626  H12 1.090, H108 1.090, C111 1.559, H114 1.090
59 C -26.917 3.443 24.327  H34 1.090, H95 1.090, H99 1.090, O107 1.447
60 O -25.180 -1.690 27.555  C15 1.428, H63 0.960
61 H -27.842 -0.540 25.902  C100 1.090
62 H -24.605 -0.986 29.423  O14 0.960
63 H -24.750 -2.015 26.761  O60 0.960
64 H -28.858 7.717 28.149  C67 1.090
65 H -23.479 3.807 27.174  O87 0.960
66 C -27.165 3.152 21.926  H69 1.090, H92 1.090, C96 1.541, O107 1.371
67 C -28.074 7.071 28.543  O31 1.454, H36 1.090, H64 1.090, C110 1.542
68 O -26.336 4.009 28.336  C32 1.412, H75 0.960
69 H -27.171 2.070 22.051  C66 1.090
70 C -22.967 7.091 27.294  O4 1.451, C40 1.584, H97 1.090, H116 1.090
71 H -28.264 4.009 29.176  C32 1.090
72 H -29.574 -1.008 29.021  C94 1.090
73 H -30.242 6.178 31.352  C22 1.090
74 O -30.624 1.909 30.209  H23 0.960, C104 1.440
75 H -25.550 3.460 28.278  O68 0.960
76 O -25.988 0.105 31.278  H6 0.960, C81 1.433
77 H -30.031 3.495 30.700  O27 0.960
78 H -27.554 2.028 19.321  C17 1.090
79 H -28.766 -1.290 30.555  C94 1.090
80 H -30.674 5.474 29.724  C22 1.090
81 C -24.642 0.434 31.641  C18 1.501, H35 1.090, O76 1.433, H82 1.090
82 H -24.536 0.170 32.693  C81 1.090
83 C -27.689 4.429 35.640  O38 1.430, H47 1.090, H51 1.090, C111 1.544
84 H -26.644 5.625 37.797  C112 1.090
85 H -25.468 -1.888 25.052  O16 0.960
86 O -29.792 -3.695 31.068  C26 1.416, H30 0.960
87 O -22.959 4.604 27.046  C40 1.441, H65 0.960
88 H -21.288 8.036 27.892  O4 0.960
89 H -28.383 3.742 32.405  N98 1.010
90 N -27.889 5.107 20.707  H45 1.010, H93 1.010, C96 1.473
91 H -23.768 -1.525 31.273  C18 1.090
92 H -26.111 3.420 21.855  C66 1.090
93 H -26.952 5.376 20.970  N90 1.010
94 C -29.687 -1.471 30.001  O3 1.468, C26 1.551, H72 1.090, H79 1.090
95 H -27.546 3.640 25.194  C59 1.090
96 C -27.942 3.636 20.686  C17 1.527, H29 1.090, C66 1.541, N90 1.473
97 H -22.666 7.179 26.250  C70 1.090
98 N -27.817 3.781 33.240  H55 1.010, H89 1.010, C111 1.500
99 H -26.417 2.481 24.443  C59 1.090
100 C -26.824 -0.903 26.040  C15 1.530, O16 1.385, H56 1.090, H61 1.090
101 H -26.328 3.242 19.251  C17 1.090
102 O -22.152 -0.575 27.618  C10 1.425, H106 0.960
103 H -31.926 1.112 28.887  C104 1.090
104 C -31.930 1.933 29.604  H46 1.090, O74 1.440, H103 1.090, H113 1.090
105 H -26.945 3.375 30.157  C32 1.090
106 H -22.837 -0.554 28.291  O102 0.960
107 O -27.714 3.537 23.123  C59 1.447, C66 1.371
108 H -29.120 2.104 34.967  C58 1.090
109 H -31.084 -2.975 29.622  C26 1.090
110 C -26.733 7.789 28.800  O1 1.404, H49 1.090, H50 1.090, C67 1.542
111 C -28.629 4.140 34.450  H39 1.090, C58 1.559, C83 1.544, N98 1.500
112 C -27.365 4.813 37.886  H7 1.090, H37 1.090, O38 1.409, H84 1.090
113 H -32.203 2.841 29.067  C104 1.090
114 H -30.090 2.830 33.635  C58 1.090
115 O -23.797 1.966 27.549  H20 0.960, C52 1.471
116 H -23.633 7.918 27.538  C70 1.090


2.
Computed, not measured: a 8-piece molecular cluster, C24H72N8O12 overall, with wB97M-V/def2-TZVPD.

Results
HOMO-LUMO gap   4.1 eV
Charge   +4
Relative energy (zero: lowest compared OMol25 entry of this formula, charge and spin)   113.2 kcal per mole
LUMO   -6.72 eV

Bonds (Å) are listed after each position.
Cartesian coordinates (Å):
1 H 5.382 0.680 -3.302  C40 1.090
2 C 2.590 1.621 10.435  H6 1.090, C7 1.639, C26 1.556, N47 1.543
3 H -4.230 6.891 -1.276  N74 1.010
4 C -0.161 -1.575 -8.918  C34 1.594, N48 1.506, H52 1.090, C80 1.525
5 H 3.026 -6.685 -0.068  C59 1.090
6 H 3.561 1.227 10.135  C2 1.090
7 C 1.465 1.055 9.385  C2 1.639, H46 1.090, H50 1.090, O97 1.406
8 H -7.749 5.451 -1.269  C9 1.090
9 C -7.153 5.688 -2.150  H8 1.090, C53 1.565, H58 1.090, H116 1.090
10 H -6.569 -2.762 2.990  C31 1.090
11 H -5.235 -6.665 5.463  C67 1.090
12 H 2.244 0.417 -10.928  C20 1.090
13 H 3.986 4.292 -1.046  N41 1.010
14 H 7.336 3.526 -1.668  C75 1.090
15 H -5.586 -6.202 1.164  N62 1.010
16 O 0.492 0.474 -10.215  C20 1.383, C34 1.427
17 O 0.285 -0.662 -0.672  N18 1.236
18 N -0.869 -0.682 -1.115  O17 1.236, O94 1.237, O108 1.261
19 H 5.608 3.121 1.958  C82 1.090
20 C 1.833 0.693 -9.957  H12 1.090, O16 1.383, H39 1.090, H98 1.090
21 H 7.218 2.963 1.357  C82 1.090
22 H 2.264 3.760 10.897  N47 1.010
23 H -6.943 -5.239 0.709  N62 1.010
24 H 2.553 -8.551 2.965  C105 1.090
25 H -7.165 7.925 -0.353  C43 1.090
26 C 2.325 1.322 11.939  C2 1.556, H30 1.090, H63 1.090, H95 1.090
27 H -1.316 -0.883 -7.219  N48 1.010
28 H -5.080 5.471 -1.042  N74 1.010
29 H -5.188 6.782 -0.033  N74 1.010
30 H 1.366 1.765 12.208  C26 1.090
31 C -6.589 -3.266 2.024  H10 1.090, H37 1.090, C51 1.496, H56 1.090
32 H 6.186 -4.883 1.410  N77 1.010
33 H 3.596 3.488 9.838  N47 1.010
34 C 0.123 -0.899 -10.333  C4 1.594, O16 1.427, H60 1.090, H71 1.090
35 H 1.812 -7.112 2.445  C105 1.090
36 H -5.721 -4.887 4.346  C61 1.090
37 H -7.628 -3.591 1.965  C31 1.090
38 H -4.860 10.877 -2.014  C91 1.090
39 H 1.978 1.764 -9.810  C20 1.090
40 C 6.252 1.291 -3.063  H1 1.090, O49 1.436, H107 1.090, H114 1.090
41 N 4.237 3.780 -0.212  H13 1.010, C54 1.536, H100 1.010, H109 1.010
42 H 4.463 -4.484 1.225  N77 1.010
43 C -6.951 8.141 -1.399  H25 1.090, C53 1.486, O55 1.479, H86 1.090
44 H 5.825 3.774 -2.395  C75 1.090
45 H -4.725 -4.334 2.320  C51 1.090
46 H 0.525 1.570 9.585  C7 1.090
47 N 2.740 3.146 10.252  C2 1.543, H22 1.010, H33 1.010, H64 1.010
48 N -1.067 -0.636 -8.166  C4 1.506, H27 1.010, H57 1.010, H81 1.010
49 O 6.102 1.812 -1.733  C40 1.436, C75 1.442
50 H 1.141 0.016 9.444  C7 1.090
51 C -5.794 -4.520 2.210  C31 1.496, H45 1.090, C61 1.573, N62 1.512
52 H 0.742 -1.572 -8.307  C4 1.090
53 C -6.247 6.945 -1.930  C9 1.565, C43 1.486, N74 1.547, H88 1.090
54 C 5.772 3.713 -0.183  N41 1.536, H68 1.090, C75 1.558, C82 1.602
55 O -5.968 9.244 -1.333  C43 1.479, C91 1.419
56 H -6.340 -2.528 1.262  C31 1.090
57 H -1.912 -0.456 -8.689  N48 1.010
58 H -7.777 5.829 -3.033  C9 1.090
59 C 3.920 -7.158 0.338  H5 1.090, H65 1.090, C72 1.527, O76 1.431
60 H 0.725 -1.621 -10.883  C34 1.090
61 C -6.080 -5.422 3.466  H36 1.090, C51 1.573, H85 1.090, O104 1.385
62 N -5.957 -5.295 0.921  H15 1.010, H23 1.010, C51 1.512, H69 1.010
63 H 2.309 0.253 12.151  C26 1.090
64 H 2.109 3.313 9.481  N47 1.010
65 H 4.166 -8.058 -0.226  C59 1.090
66 O -1.055 5.552 -5.785  N102 1.216
67 C -5.258 -7.348 4.614  H11 1.090, H73 1.090, H93 1.090, O104 1.442
68 H 5.878 4.751 0.130  C54 1.090
69 H -5.484 -4.841 0.153  N62 1.010
70 H 0.598 0.028 7.094  C99 1.090
71 H -0.826 -1.032 -10.852  C34 1.090
72 C 5.169 -6.290 0.199  C59 1.527, N77 1.549, H101 1.090, C103 1.560
73 H -4.386 -7.985 4.761  C67 1.090
74 N -5.108 6.479 -0.993  H3 1.010, H28 1.010, H29 1.010, C53 1.547
75 C 6.291 3.232 -1.572  H14 1.090, H44 1.090, O49 1.442, C54 1.558
76 O 3.741 -7.570 1.696  C59 1.431, C105 1.417
77 N 5.225 -5.147 1.242  H32 1.010, H42 1.010, C72 1.549, H96 1.010
78 H 6.772 -7.549 -0.734  C103 1.090
79 H -0.978 -3.280 -7.884  C80 1.090
80 C -0.763 -2.976 -8.909  C4 1.525, H79 1.090, H83 1.090, H90 1.090
81 H -0.431 0.143 -8.077  N48 1.010
82 C 6.175 2.812 1.079  H19 1.090, H21 1.090, C54 1.602, H92 1.090
83 H -1.702 -3.041 -9.458  C80 1.090
84 H -4.835 9.423 -2.994  C91 1.090
85 H -7.137 -5.559 3.691  C61 1.090
86 H -7.897 8.425 -1.860  C43 1.090
87 H 1.485 1.232 6.113  C99 1.090
88 H -5.813 7.191 -2.899  C53 1.090
89 H 0.163 1.722 7.285  C99 1.090
90 H -0.101 -3.718 -9.357  C80 1.090
91 C -5.478 10.059 -2.385  H38 1.090, O55 1.419, H84 1.090, H111 1.090
92 H 6.091 1.728 1.008  C82 1.090
93 H -6.076 -8.067 4.607  C67 1.090
94 O -1.202 -1.575 -1.903  N18 1.237
95 H 2.948 1.932 12.592  C26 1.090
96 H 5.026 -5.605 2.120  N77 1.010
97 O 1.968 1.202 8.081  C7 1.406, C99 1.420
98 H 2.244 0.056 -9.175  C20 1.090
99 C 0.988 1.045 7.065  H70 1.090, H87 1.090, H89 1.090, O97 1.420
100 H 3.737 4.272 0.514  N41 1.010
101 H 5.009 -5.849 -0.784  C72 1.090
102 N -0.003 5.365 -5.206  O66 1.216, O113 1.184, O115 1.234
103 C 6.550 -7.014 0.190  C72 1.560, H78 1.090, H110 1.090, H112 1.090
104 O -5.218 -6.506 3.443  C61 1.385, C67 1.442
105 C 2.425 -7.934 2.075  H24 1.090, H35 1.090, O76 1.417, H106 1.090
106 H 1.925 -8.587 1.359  C105 1.090
107 H 6.383 2.077 -3.807  C40 1.090
108 O -1.670 0.118 -0.561  N18 1.261
109 H 4.100 2.784 -0.310  N41 1.010
110 H 7.336 -6.268 0.303  C103 1.090
111 H -6.284 10.380 -3.045  C91 1.090
112 H 6.524 -7.730 1.012  C103 1.090
113 O 0.773 6.252 -5.082  N102 1.184
114 H 7.123 0.645 -3.176  C40 1.090
115 O 0.228 4.321 -4.592  N102 1.234
116 H -6.572 4.793 -2.374  C9 1.090